(1)
Entry from the OMol25 dataset: a single C4H10S molecule (wB97M-V/def2-TZVPD).

XYZ file:
```
15
C4H10S (wB97M-V/def2-TZVPD)
C -1.32677 -0.58794 -1.36582
C -0.87061 -0.70728 0.08692
C 0.64528 -0.88869 0.21966
S 1.60864 0.50249 -0.40731
C 1.27779 1.70494 0.89313
H -1.12946 0.40067 -1.76217
H -0.90112 -1.39784 -1.95075
H -2.41294 -0.75882 -1.39726
H -1.36660 -1.52135 0.62144
H -1.09081 0.22503 0.61490
H 0.96074 -1.74253 -0.37623
H 0.92252 -1.07083 1.25632
H 2.14316 2.36728 0.99297
H 0.39278 2.31419 0.74034
H 1.14741 1.16068 1.83387
```

Values from the calculation:
HOMO: -8.48 eV
SMILES: CCCSC
Multiplicity: 1
LUMO: 1.036 eV
HOMO-LUMO gap: 9.51 eV

(2)
Entry from the OMol25 dataset: 2 unconnected molecules or ions with the total composition C4H10S (wB97M-V/def2-TZVPD).

XYZ file:
```
15
C4H10S (wB97M-V/def2-TZVPD)
C -4.02264 -0.59566 -0.24649
C -2.97247 -0.12261 0.41509
H -4.11278 -0.14766 -1.26049
H -4.74196 -1.30716 0.14263
H -2.23634 0.53569 0.00190
H -2.91381 -0.45219 1.42662
C 1.14395 0.71137 -1.29739
S 1.41625 0.52132 0.50012
C 2.51394 -0.90640 0.36406
H 0.59025 1.61336 -1.42152
H 0.85648 -0.29782 -1.67020
H 2.22251 0.83833 -1.71974
H 1.96813 -1.22774 1.27412
H 2.24827 -1.69775 -0.35205
H 3.48255 -0.71832 0.16516
```

Values from the calculation:
HOMO: -8.57 eV
SMILES: C=C.CSC
Multiplicity: 1
LUMO: 0.982 eV
HOMO-LUMO gap: 9.55 eV

Stability comparison, relative energies in eV: (1) 0.000; (2) 2.507

(1)
Entry from the OMol25 dataset: a molecular structure, C4H10S (wB97M-V/def2-TZVPD).

XYZ file:
```
15
C4H10S (wB97M-V/def2-TZVPD)
C 1.83621 -0.28838 -0.25692
C 0.44983 -0.82642 0.36701
C -0.77059 -0.25051 -0.24359
C -0.72199 1.33690 0.02701
H 1.96771 -0.58731 -1.28272
H 2.89630 -0.56024 0.37799
H 1.70673 1.07157 -0.24587
H 0.21260 -1.97552 0.43936
H 0.41354 -0.31152 1.48445
H -0.65604 -0.46466 -1.35652
H -0.59781 1.34724 1.12287
H -1.82443 1.76632 -0.03616
H 0.11416 1.90695 -0.27975
H -2.54315 -1.81022 -0.05186
S -2.48310 -0.35418 -0.06529
```

Values from the calculation:
HOMO: -8.86 eV
Multiplicity: 1
LUMO: 0.932 eV
HOMO-LUMO gap: 9.79 eV

(2)
Entry from the OMol25 dataset: 2 unconnected molecules or ions with the total composition C4H10S (wB97M-V/def2-TZVPD).

XYZ file:
```
15
C4H10S (wB97M-V/def2-TZVPD)
C -1.88433 0.65248 -0.28993
C -1.75854 0.00665 1.07073
C -1.77042 -1.16837 0.16435
S 1.14821 0.36054 -0.26599
C 2.92465 -0.28790 -0.26373
H -1.24889 1.53974 -0.30787
H -1.55038 0.25603 -1.27955
H -2.89717 1.04417 -0.35442
H -2.61239 0.09775 1.66972
H -0.86916 0.19717 1.67664
H -0.86642 -1.57169 -0.29675
H -2.77774 -1.54448 -0.02501
H 2.92195 -1.33234 -0.69353
H 3.32343 0.41438 -1.04528
H 3.13728 -0.08654 0.82333
```

Values from the calculation:
HOMO: -6.17 eV
Multiplicity: 1
LUMO: -1.399 eV
HOMO-LUMO gap: 4.77 eV

Stability comparison, relative energies in eV: (1) 0.000; (2) 2.058